No. 1
Molecular formula: C30H60N2O10S
Method: DFT, wB97M-V/def2-TZVPD

Last column: Mulliken charge in e.
Atoms and positions in Å:
C -0.9342 3.8062 -3.2356  -1.120
S -1.8304 2.9605 -1.8704  1.309
O -2.8834 3.8151 -1.2230  -0.737
O -0.8084 2.6207 -0.8027  -0.598
C -2.7146 1.4359 -2.5183  -0.621
N -3.7310 1.9108 -3.5184  -0.460
C -5.0697 1.8038 -2.9136  0.331
O -6.1575 2.2675 -3.2668  -0.576
C -4.9017 0.9141 -1.6049  -0.752
C -3.3390 0.6296 -1.2499  0.213
C -3.0544 -0.9408 -1.3127  -1.011
C -2.2053 -1.5175 -0.0927  -0.043
C -0.8034 -0.7937 0.1670  -0.144
C 0.3723 -1.1940 -0.8438  -0.511
N -0.0370 -1.3582 -2.2619  -0.636
H -1.6056 4.1506 -4.0847  0.396
H -0.2806 4.6782 -2.8859  0.388
H -0.2021 3.0399 -3.6780  0.323
H -2.0370 0.8161 -3.2074  0.448
H -3.8102 1.2195 -4.2901  0.354
H -5.3832 1.5319 -0.7649  0.268
H -5.5765 0.0204 -1.7845  0.332
H -3.2407 1.1912 -0.2730  0.729
H -2.6280 -1.1692 -2.3419  0.337
H -4.0819 -1.4543 -1.2864  0.355
H -2.8419 -1.3352 0.8568  0.066
H -2.0984 -2.6571 -0.1570  -0.284
H -0.4557 -1.1426 1.2082  0.382
H -0.9599 0.3338 0.2719  0.136
H 0.9008 -2.1515 -0.5380  0.141
H 1.1730 -0.3697 -0.8395  0.306
H -0.4661 -0.4973 -2.6226  0.195
H -0.6652 -2.1640 -2.3736  0.334
C -0.5172 4.9003 1.3409  -0.912
C 0.7798 5.4301 1.8895  0.873
C 0.7303 6.7242 2.6598  -1.097
O 1.8292 4.8373 1.7186  -0.586
H -0.3340 3.9633 0.8078  0.116
H -1.2150 4.7077 2.1588  0.364
H -0.9441 5.6213 0.6405  0.331
H 0.0876 6.6111 3.5352  0.319
H 0.3565 7.5245 2.0181  0.338
H 1.7363 6.9853 2.9950  0.232
C 1.0648 -6.5049 -0.3384  -1.265
C 0.2102 -5.2656 -0.3089  0.876
C -0.6596 -5.0546 0.9028  -0.492
O 0.2240 -4.4680 -1.2284  -0.521
H 1.6384 -6.5275 -1.2675  0.274
H 1.7612 -6.4964 0.5026  0.361
H 0.4315 -7.3937 -0.2959  0.344
H -0.0385 -4.9829 1.7981  0.325
H -1.3680 -5.8801 1.0000  0.358
H -1.2191 -4.1257 0.7907  -0.136
C 1.7246 4.3037 -6.3474  -1.051
C 1.3619 2.9804 -6.9680  0.846
C 2.4787 2.1637 -7.5616  -1.093
O 0.2116 2.5875 -6.9879  -0.556
H 0.8215 4.7804 -5.9614  0.207
H 2.4202 4.1474 -5.5201  0.314
H 2.1717 4.9574 -7.0990  0.399
H 3.2081 1.9135 -6.7884  0.316
H 2.9596 2.7219 -8.3676  0.327
H 2.0713 1.2379 -7.9715  0.304
C -5.1751 -3.9669 3.8950  -1.115
C -4.6080 -2.6879 3.3382  0.750
C -4.9295 -1.4115 4.0690  -1.060
O -3.9172 -2.6861 2.3376  -0.458
H -4.8625 -4.8041 3.2683  0.275
H -4.8018 -4.1290 4.9082  0.334
H -6.2660 -3.9196 3.8978  0.329
H -4.5453 -1.4605 5.0899  0.341
H -6.0096 -1.2511 4.0795  0.338
H -4.4558 -0.5721 3.5567  0.237
C 4.1119 3.8867 3.4184  -0.595
C 5.4080 4.4169 3.9695  0.805
C 5.3544 5.7104 4.7404  -1.034
O 6.4577 3.8266 3.8004  -0.584
H 4.3004 2.9514 2.8879  0.294
H 3.4132 3.6915 4.2354  -0.032
H 3.6843 4.6047 2.7191  0.301
H 4.7100 5.5959 5.6147  0.267
H 4.9805 6.5105 4.0982  0.287
H 6.3590 5.9726 5.0776  0.322
C 3.5720 -9.6075 -4.3093  -1.113
C 2.8834 -8.3523 -3.8417  0.850
C 1.5320 -8.0427 -4.4299  -1.007
O 3.3979 -7.6180 -3.0219  -0.540
H 4.5341 -9.7023 -3.8027  0.294
H 2.9608 -10.4793 -4.0667  0.319
H 3.7466 -9.5568 -5.3859  0.333
H 0.8304 -8.8453 -4.1927  0.310
H 1.6161 -7.9226 -5.5119  0.348
H 1.1561 -7.1110 -4.0025  0.217
C 2.0723 2.5369 7.3313  -0.796
C 1.7127 1.2159 6.7029  0.828
C 2.8322 0.4042 6.1067  -0.936
O 0.5638 0.8211 6.6784  -0.565
H 1.1684 3.0107 7.7185  0.288
H 2.7668 2.3778 8.1588  0.329
H 2.5193 3.1948 6.5830  0.061
H 3.5603 0.1509 6.8801  0.317
H 3.3130 0.9675 5.3039  0.207
H 2.4267 -0.5199 5.6910  0.286

Results
- Orbital gap: 0.3279 Ha
- Spin multiplicity: 1
- E_LUMO: 0.472 eV
- HOMO energy: -8.45 eV

=====

No. 2
Molecular formula: C29H29AsN2O11RuS
Method: DFT, wB97M-V/def2-TZVPD

Last column: Mulliken spin population.
Atoms and positions in Å:
Ru 0.9261 -2.1313 0.9193  0.768
O 1.0835 -3.7881 6.7885  0.019
C 1.0579 -3.4825 5.6269  0.003
C -0.1732 -3.0377 4.8332  -0.019
O -1.2923 -2.8952 5.2780  0.004
C 0.3307 -2.7870 3.4901  -0.025
C 1.6960 -3.0469 3.3792  0.043
O 2.3153 -2.8493 2.2655  0.046
C 2.2572 -3.4575 4.6724  -0.020
O 3.4071 -3.6798 4.9733  0.026
O -0.3250 -2.3170 2.4620  0.085
O 1.8428 0.0296 -2.2071  0.002
As 2.2604 -1.7221 -2.1272  -0.003
O 3.5030 -2.0247 -3.1163  0.002
O 2.4079 -1.9193 -0.4595  0.025
C 0.5638 -2.4126 -2.7755  0.003
C -0.1020 -1.6196 -3.7074  -0.001
C -1.2983 -2.0410 -4.2691  0.000
C -1.8395 -3.2663 -3.9073  0.000
C -1.1874 -4.0620 -2.9773  0.001
C 0.0070 -3.6361 -2.4094  -0.001
S 0.7413 -4.6652 -1.1377  0.004
O 0.0547 -5.9270 -1.1976  -0.003
O 2.1543 -4.6381 -1.3801  0.002
O 0.3302 -3.9415 0.1205  0.018
H 2.1378 0.3965 -1.3661  0.000
H 0.3207 -0.6631 -3.9866  0.000
H -1.8007 -1.4156 -4.9975  0.000
H -2.7666 -3.6072 -4.3520  0.000
H -1.5855 -5.0217 -2.6759  0.000
C 2.5786 4.3289 3.1569  0.002
C 2.5013 3.9461 1.6724  -0.001
C 3.8820 4.1155 1.0228  0.001
C 1.5158 4.8847 0.9771  0.000
C 2.0816 2.4855 1.5604  0.013
C 2.8617 1.4871 2.1444  -0.007
C 2.4979 0.1638 2.0239  0.038
N 1.3916 -0.1995 1.3715  -0.015
C 0.6182 0.7333 0.7942  0.004
C 0.9448 2.0795 0.8741  -0.011
C -0.5513 0.2038 0.0606  0.001
C -1.5462 0.9882 -0.4885  0.003
C -2.6346 0.4000 -1.1284  -0.004
C -2.6889 -0.9868 -1.1256  0.003
C -1.6616 -1.7187 -0.5582  0.002
N -0.5938 -1.1384 -0.0189  -0.006
C -3.6898 1.2753 -1.7934  0.000
C -3.0104 2.1113 -2.8876  0.000
C -4.3188 2.2044 -0.7471  0.000
C -4.7970 0.4414 -2.4370  0.000
H 2.8841 5.3724 3.2542  0.000
H 3.3018 3.7158 3.6947  0.000
H 1.6081 4.2085 3.6416  0.000
H 4.1980 5.1583 1.0922  0.000
H 3.8542 3.8345 -0.0313  0.000
H 4.6367 3.5020 1.5149  0.000
H 1.8570 5.9143 1.0932  0.000
H 0.5167 4.8155 1.4123  0.000
H 1.4464 4.6781 -0.0927  0.000
H 3.7683 1.7255 2.6825  -0.001
H 3.0835 -0.6530 2.4274  -0.002
H 0.3146 2.8016 0.3793  -0.001
H -1.4733 2.0643 -0.4193  0.001
H -3.5095 -1.5260 -1.5737  0.001
H -1.6653 -2.7988 -0.5362  0.003
H -2.2378 2.7620 -2.4761  0.000
H -3.7492 2.7397 -3.3896  0.000
H -2.5417 1.4654 -3.6322  0.000
H -3.5766 2.8592 -0.2886  0.000
H -4.7966 1.6286 0.0472  0.000
H -5.0757 2.8352 -1.2179  0.000
H -4.4008 -0.2264 -3.2042  0.000
H -5.5200 1.1060 -2.9129  0.000
H -5.3310 -0.1585 -1.6980  0.000

Results
- Orbital gap (alpha / beta): 0.2277 / 0.2289 Ha
- ⟨S²⟩: 0.758
- Charge: -1
- Spin multiplicity: 2
- E_LUMO (alpha / beta): 1.164 / 1.001 eV
- HOMO energy (alpha / beta): -5.03 / -5.23 eV
- Energy relative to the best compared isomer or geometry (same formula, charge and spin): 2.5 kcal/mol

=====

No. 3
Molecular formula: C22H13IN6ReS2
Method: DFT, wB97M-V/def2-TZVPD

Last column: Mulliken spin population.
Atoms and positions in Å:
Re -0.0044 0.2810 -0.0720  0.990
S 0.5477 0.1199 -2.2225  -0.099
C 1.5976 1.4466 -2.6196  0.037
C 2.1988 1.4493 -3.9141  -0.002
N 2.6639 1.4299 -4.9655  0.012
C 1.8030 2.4369 -1.7071  -0.005
S 1.0683 2.4026 -0.1518  -0.041
C 2.6567 3.5503 -1.9995  -0.006
N 3.3405 4.4502 -2.2068  0.000
C 0.2084 2.7836 5.1521  0.003
C 0.4311 1.4376 5.4162  -0.001
C 0.2224 0.4887 4.4300  0.001
C -0.2063 0.9008 3.1724  -0.018
C -0.4244 2.2431 2.8960  0.011
C -0.2223 3.1829 3.8959  -0.003
N -0.3894 -0.0525 2.1127  0.010
N -0.6903 -1.2031 2.4928  -0.002
C -0.8359 -2.1413 1.4607  0.010
C -1.2302 -3.4242 1.8358  -0.014
C -1.4294 -4.3696 0.8471  0.027
C -1.2391 -4.0129 -0.4854  -0.021
C -0.8428 -2.7268 -0.8369  0.071
C -0.6240 -1.7456 0.1296  -0.064
H 0.3744 3.5209 5.9264  0.000
H 0.7727 1.1257 6.3943  0.000
H 0.3917 -0.5621 4.6182  0.000
H -0.7745 2.5423 1.9177  0.003
H -0.4020 4.2288 3.6869  0.000
H -1.3804 -3.6523 2.8830  0.000
H -1.7387 -5.3735 1.1044  0.002
H -1.4060 -4.7499 -1.2615  0.000
H -0.7135 -2.4900 -1.8877  0.003
N 6.4436 -2.5812 2.6296  0.002
C 5.4733 -2.1369 2.2075  -0.001
C 4.2525 -1.5842 1.6842  0.003
C 3.5596 -2.2394 0.6750  -0.004
C 2.3836 -1.6837 0.2137  -0.002
N 1.8930 -0.5337 0.6958  0.027
C 2.5793 0.1078 1.6528  0.004
C 3.7530 -0.3864 2.1811  -0.005
H 3.9201 -3.1669 0.2558  0.000
H 1.8036 -2.1653 -0.5591  0.008
H 2.1704 1.0469 1.9951  0.006
H 4.2673 0.1596 2.9579  0.000
I -2.5512 0.9767 -0.1506  0.061

Results
- Orbital gap (alpha / beta): 0.2158 / 0.2304 Ha
- ⟨S²⟩: 0.793
- Spin multiplicity: 2
- E_LUMO (alpha / beta): -2.463 / -2.232 eV
- HOMO energy (alpha / beta): -8.34 / -8.50 eV
- Energy relative to the best compared isomer or geometry (same formula, charge and spin): 0.0 kcal/mol

=====

No. 4
Molecular formula: C3H4F3NO2
Method: DFT, wB97M-V/def2-TZVPD

Last column: Mulliken spin population.
Atoms and positions in Å:
C 2.0241 -0.6319 -0.1473  0.043
C 0.9625 0.4906 -0.3999  -0.040
C -2.3572 0.0274 0.0197  0.822
N 0.1414 0.5426 0.7279  0.933
O 3.0491 -0.6611 -0.7572  0.030
O 1.6463 -1.4941 0.7670  0.006
F -3.1614 0.9863 0.4288  0.054
F -2.7062 -1.1637 0.4545  0.059
F -2.1855 0.0461 -1.2952  0.055
H 0.4361 0.1185 -1.2935  0.062
H 1.4574 1.4295 -0.6828  0.011
H -0.1103 1.4819 1.0122  -0.030
H 0.8037 -1.1722 1.1659  -0.006

Results
- Orbital gap (alpha / beta): 0.3643 / 0.3093 Ha
- ⟨S²⟩: 2.006
- Spin multiplicity: 3
- E_LUMO (alpha / beta): 0.628 / -2.134 eV
- HOMO energy (alpha / beta): -9.29 / -10.55 eV